C17H28NO3 as an isolated structure. Source: the Open Molecules 2025 dataset; level of theory: wB97M-V/def2-TZVPD.

Geometry as XYZ:
```
49
C17H28NO3 | the Open Molecules 2025 dataset | wB97M-V/def2-TZVPD
C -3.29721 -2.80122 0.88496
H -2.43295 -2.17133 1.23745
C -3.26863 -2.52290 -0.73707
C -3.84686 -1.25768 -1.17030
C -2.93052 -0.26446 -0.88469
C -3.48017 0.53891 0.58841
C -2.49945 1.49448 1.27331
H -2.83765 2.07339 1.90436
C -1.99475 2.73320 0.02674
H -1.84573 3.62645 0.61836
C -0.60771 2.45178 -0.29797
C -0.31272 1.26514 0.60304
O 0.86795 0.38731 0.68283
O -1.20033 1.00089 1.52732
H -0.58033 1.75073 -1.42617
C 0.41359 3.36485 -0.23483
C 1.84828 2.68253 -0.41217
C 2.84971 2.25867 -0.40953
C 4.12378 1.53194 -0.39333
H 4.62134 1.82535 0.60768
H 4.57835 1.34837 -1.32659
N 3.34262 0.17758 0.17498
C 3.11688 -0.59471 -1.12863
H 2.40256 -0.06829 -1.65009
H 4.04289 -0.77886 -1.96161
C 2.51096 -1.97849 -0.75336
O 3.27274 -2.92719 0.10573
C 3.61618 -1.85679 1.23574
H 4.13737 -2.70094 1.98332
C 4.35115 -0.75950 0.98782
H 4.54098 -0.04460 1.77440
H 5.22031 -0.97480 0.27193
H 2.69730 -1.73757 1.85349
H 2.19935 -2.76367 -1.62780
H 1.44975 -1.81824 -0.23422
H 2.58647 0.46835 0.53089
H 0.29427 4.05480 -1.38123
H 0.42426 4.01150 0.82173
H -2.65091 2.84917 -0.69480
H -4.46466 1.29794 0.42967
H -3.55342 -0.18876 1.47109
H -3.03207 0.70890 -1.30888
H -2.05398 -0.54267 -0.54514
H -4.94436 -1.17901 -0.70557
H -4.10329 -1.17019 -2.30287
H -3.96599 -3.41458 -1.13054
H -2.36460 -2.92023 -1.10874
H -4.17464 -2.72515 1.30189
H -3.06611 -3.74041 0.92901
```

Summary:
Relative energy (zero: lowest compared OMol25 entry of this formula, charge and spin) in kcal/mol: 410.1
M in g mol⁻¹: 294.4
Frontier orbital gap in eV: 9.6
Total charge: +1
Calculated total energy in eV: -25692.6169

Löwdin population analysis, charges in e, atoms 1 to 6: C -0.03; H 0.09; C -0.23; C -0.32; C -0.16; C -0.06